84
Properties=species:S:1:pos:R:3:forces:R:3 method="wB97M-V/def2-TZVPD" multiplicity=5 gap_ha="0.1848 / 0.2601" energy_ha=-2782.3000 homo_ev="-14.09 / -14.07" s_squared=6.1034 max_force_ha_per_bohr=0.027 total_charge=+2
Mn -0.096 -0.103 -0.242 0.067 0.812 0.588
C -0.107 4.434 2.906 0.044 -0.086 0.208
C -0.245 3.802 1.573 -0.185 0.289 -0.852
C -0.481 4.434 0.367 0.074 -0.750 0.233
C -0.529 3.425 -0.609 0.001 0.679 0.579
N -0.345 2.233 -0.016 0.146 -1.143 -0.307
N -0.163 2.484 1.318 -0.017 0.232 0.427
B 0.093 1.417 2.386 -0.054 -0.120 -0.887
N -1.059 0.401 2.375 0.005 0.284 0.557
N -1.252 -0.463 1.344 -0.041 -0.077 -0.363
C -2.238 -1.321 1.726 -0.171 -0.239 0.216
C -2.674 -0.954 2.994 0.433 0.234 -0.424
C -1.901 0.134 3.382 -0.120 -0.513 -0.660
C -1.948 0.872 4.659 0.161 0.204 0.119
C -2.827 -2.481 0.960 -0.023 -0.052 -0.149
C -4.262 -2.086 0.566 0.171 -0.116 0.061
C -2.885 -3.712 1.883 0.035 0.166 -0.013
C -2.014 -2.871 -0.289 0.107 0.199 0.214
N 1.386 0.637 2.098 0.016 0.325 0.650
N 1.555 -0.202 1.039 -0.638 0.073 -0.785
C 2.783 -0.760 1.157 0.312 -0.144 0.157
C 3.388 -0.252 2.304 -0.596 0.229 -0.222
C 2.477 0.620 2.882 0.215 -0.583 -0.615
C 2.630 1.367 4.148 -0.170 0.175 0.113
C 3.454 -1.766 0.262 0.008 -0.161 -0.262
C 2.540 -2.249 -0.865 0.051 0.218 0.098
C 4.697 -1.099 -0.354 -0.188 -0.063 0.062
C 3.891 -2.976 1.105 -0.102 0.180 -0.042
C -0.703 3.841 -2.049 -0.045 0.021 -0.348
C -1.994 4.669 -2.167 0.111 -0.062 -0.033
C 0.513 4.712 -2.414 -0.115 -0.071 -0.036
C -0.767 2.718 -3.075 0.125 0.113 0.255
H -0.219 5.510 2.808 0.010 0.020 0.006
H 0.867 4.224 3.343 0.045 0.045 0.064
H -0.868 4.070 3.594 -0.032 0.025 0.077
H -0.599 5.485 0.211 -0.006 0.250 0.003
H 0.162 1.917 3.440 0.030 0.141 0.328
H -3.444 -1.415 3.574 -0.187 -0.139 0.105
H -2.770 0.509 5.269 -0.028 -0.015 -0.002
H -2.078 1.938 4.487 -0.036 0.086 0.051
H -1.018 0.733 5.207 0.024 0.025 0.102
H -4.861 -1.902 1.453 -0.095 0.058 0.093
H -4.734 -2.892 0.010 -0.037 -0.082 -0.109
H -4.275 -1.179 -0.036 -0.021 0.117 -0.113
H -3.389 -3.504 2.820 -0.083 0.052 0.088
H -1.881 -4.065 2.110 0.082 -0.068 0.047
H -3.435 -4.507 1.386 0.012 -0.094 -0.083
H -2.572 -2.669 -1.202 0.089 -0.021 -0.067
H -1.820 -3.940 -0.283 0.163 -0.032 -0.071
H -1.033 -2.359 -0.313 -0.185 -0.321 -0.150
H 4.361 -0.486 2.680 0.218 -0.097 0.052
H 3.617 1.179 4.559 0.040 0.014 0.029
H 1.882 1.042 4.868 0.000 0.025 0.114
H 2.509 2.436 3.997 0.026 0.096 0.034
H 2.557 -1.536 -1.685 -0.107 -0.089 -0.014
H 1.514 -2.375 -0.496 -0.031 -0.162 -0.111
H 2.885 -3.210 -1.238 -0.026 -0.078 -0.021
H 4.421 -0.195 -0.894 0.003 0.082 -0.074
H 5.172 -1.788 -1.048 0.071 -0.069 -0.074
H 5.422 -0.832 0.410 0.082 0.020 0.076
H 3.027 -3.510 1.493 -0.084 -0.081 0.075
H 4.517 -2.681 1.941 0.062 0.022 0.095
H 4.467 -3.658 0.483 0.022 -0.061 -0.067
H -1.932 5.587 -1.593 -0.019 0.099 0.067
H -2.858 4.108 -1.814 -0.066 -0.057 0.032
H -2.167 4.942 -3.206 0.013 0.029 -0.101
H 0.626 5.564 -1.751 -0.016 0.036 0.074
H 0.399 5.091 -3.427 0.013 0.033 -0.117
H 1.424 4.118 -2.364 0.152 -0.010 -0.015
H -1.721 2.200 -3.037 -0.167 -0.128 0.000
H 0.066 2.038 -2.931 0.094 -0.012 0.005
H -0.673 3.152 -4.068 -0.060 -0.013 -0.105
C 0.614 -0.302 -5.485 -0.212 -0.065 -0.730
O 1.120 -0.183 -4.152 -0.052 0.091 1.152
C 0.343 -0.203 -3.107 -1.049 -0.417 -0.829
O 0.828 -0.083 -1.975 0.584 0.195 0.825
N -0.999 -0.399 -3.236 0.182 -0.012 -0.054
N -1.769 -0.272 -2.055 0.288 0.252 0.303
H 1.489 -0.264 -6.132 -0.128 0.030 0.141
H -0.048 0.534 -5.726 0.069 -0.024 0.080
H 0.110 -1.259 -5.632 0.022 0.020 0.110
H -1.460 -0.334 -4.137 0.056 -0.005 0.215
H -2.465 -1.022 -2.013 0.410 0.181 0.015
H -2.269 0.624 -2.042 0.246 -0.141 -0.085

=====

81
Properties=species:S:1:pos:R:3:forces:R:3 method="wB97M-V/def2-TZVPD" multiplicity=3 gap_ha="0.2574 / 0.2850" energy_ha=-2390.4893 homo_ev="-14.18 / -14.18" s_squared=2.0144 max_force_ha_per_bohr=0.064 total_charge=+2
V 0.240 0.094 -1.277 -0.555 0.633 -3.185
C 0.554 -0.966 4.527 0.127 -0.010 -0.027
C -0.522 -0.843 3.515 -0.383 -0.035 0.034
C -1.873 -0.981 3.726 0.430 0.094 -0.204
C -2.498 -0.753 2.482 0.524 0.057 0.209
N -1.582 -0.496 1.571 -0.804 0.114 -0.337
N -0.346 -0.552 2.188 -0.244 -0.350 0.145
B 0.677 -0.191 1.189 -0.688 0.104 -0.598
N 0.953 1.296 0.951 0.272 0.477 0.896
N 0.658 1.635 -0.327 -0.043 1.126 0.038
C 0.725 2.972 -0.446 0.197 0.802 0.351
C 1.119 3.488 0.783 0.016 -0.387 -0.310
C 1.265 2.402 1.648 -0.268 -0.120 -0.532
C 1.671 2.394 3.065 -0.079 -0.116 0.208
C 0.238 3.694 -1.669 -0.141 -0.073 -0.073
C 0.751 5.136 -1.695 -0.005 -0.277 0.046
C -1.300 3.673 -1.569 0.115 -0.028 -0.049
C 0.666 2.971 -2.949 0.053 0.192 0.374
N 1.821 -1.010 0.614 0.546 -0.701 0.665
N 1.761 -0.869 -0.743 1.043 -0.910 -0.112
C 2.772 -1.571 -1.287 0.729 -0.371 0.123
C 3.492 -2.161 -0.254 -0.311 0.342 -0.155
C 2.878 -1.776 0.939 -0.176 0.059 -0.464
C 3.272 -2.140 2.316 -0.103 -0.035 0.257
C 2.942 -1.711 -2.776 -0.226 0.020 -0.061
C 2.048 -2.887 -3.205 0.155 0.102 0.026
C 4.400 -2.005 -3.145 -0.190 0.177 0.129
C 2.483 -0.435 -3.491 0.294 -0.197 0.281
C -3.965 -0.817 2.171 -0.101 -0.045 -0.175
C -4.267 -0.104 0.847 0.077 -0.013 0.328
C -4.367 -2.295 2.059 0.001 0.203 -0.013
C -4.763 -0.150 3.298 0.112 -0.030 -0.180
H 0.091 -1.186 5.487 0.104 0.002 0.039
H 1.128 -0.047 4.631 0.068 0.047 0.040
H 1.237 -1.777 4.287 0.085 -0.081 0.054
H -2.345 -1.207 4.659 -0.062 -0.067 0.274
H -0.207 -0.413 0.083 -0.173 -0.529 2.472
H 1.290 4.513 1.030 0.049 0.287 0.065
H 2.145 3.335 3.322 0.062 0.062 0.036
H 2.367 1.583 3.264 0.103 -0.062 0.078
H 0.800 2.267 3.707 -0.060 -0.018 0.066
H 0.406 5.696 -0.832 -0.073 0.084 0.106
H 0.385 5.638 -2.585 -0.048 0.056 -0.096
H 1.837 5.160 -1.712 0.147 0.044 -0.007
H -1.637 4.061 -0.611 -0.043 0.031 0.078
H -1.672 2.650 -1.685 -0.081 0.074 0.019
H -1.730 4.288 -2.353 -0.076 0.041 -0.140
H 1.747 3.015 -3.076 0.025 -0.181 -0.044
H 0.200 3.457 -3.803 -0.049 -0.151 -0.108
H 0.329 1.919 -2.932 0.020 0.045 -0.224
H 4.355 -2.789 -0.338 0.208 -0.092 -0.022
H 4.260 -2.594 2.320 -0.041 0.037 -0.036
H 2.566 -2.864 2.727 0.019 -0.007 0.022
H 3.288 -1.271 2.972 0.002 0.031 0.041
H 2.357 -3.799 -2.702 -0.069 -0.108 0.060
H 2.133 -3.051 -4.275 -0.047 0.006 -0.141
H 1.002 -2.684 -2.957 -0.066 -0.088 -0.040
H 4.732 -2.942 -2.713 0.068 -0.155 0.082
H 5.060 -1.209 -2.808 0.075 0.049 0.041
H 4.496 -2.089 -4.224 -0.017 -0.020 -0.120
H 1.419 -0.216 -3.267 0.009 0.075 -0.227
H 2.567 -0.575 -4.566 -0.211 0.036 -0.100
H 3.106 0.418 -3.221 -0.163 0.084 0.086
H -3.907 -0.695 0.005 0.040 -0.128 -0.200
H -3.805 0.881 0.824 0.005 0.146 -0.030
H -5.341 0.015 0.738 -0.116 -0.016 -0.128
H -3.786 -2.790 1.281 0.030 -0.090 -0.062
H -5.422 -2.370 1.807 -0.126 -0.060 -0.027
H -4.201 -2.819 2.997 0.022 -0.061 0.080
H -4.439 0.879 3.440 -0.002 0.111 0.074
H -4.650 -0.688 4.235 0.029 -0.003 0.088
H -5.820 -0.143 3.044 -0.087 -0.019 0.006
C -1.936 -2.506 -1.900 0.109 0.364 -0.082
C -2.057 -1.202 -2.677 -0.367 -1.342 -0.896
O -1.694 -0.090 -1.857 -0.088 0.577 0.931
H -2.115 -3.348 -2.561 0.037 -0.117 -0.101
H -2.677 -2.546 -1.105 0.027 0.002 0.124
H -0.937 -2.610 -1.456 -0.083 -0.093 -0.020
H -3.089 -1.074 -3.025 0.295 0.191 -0.018
H -1.389 -1.174 -3.549 -0.195 0.032 0.189
H -2.349 -0.045 -1.127 0.326 0.167 0.086